Computed, not measured: a structure of composition BrHNO, with wB97M-V/def2-TZVPD.

Geometry as XYZ:
```
4
Properties=species:S:1:pos:R:3:lowdin_charge:R:1
N 0.05697 -0.12438 0.53485 -0.493
O 0.85318 0.74115 0.89645 -0.298
Br 0.26482 -0.93394 -1.60011 -0.251
H -1.17497 0.31716 0.16881 0.042
```

Values from the calculation:
* HOMO level (alpha / beta): -0.1126 / -0.1126 Eh
* orbital gap (alpha / beta): 7.52 / 7.52 eV
* LUMO energy (alpha / beta): 4.46 / 4.46 eV
* F_max: 3.22 eV Å⁻¹
* net charge: -1
* total energy: -73594.6630 eV
* ΔE to the lowest compared entry with this formula, charge and spin: 15.1 kcal per mole

=====

Computed, not measured: the ion BrHNO3S with charge -1, with wB97M-V/def2-TZVPD.

Geometry as XYZ:
```
7
Properties=species:S:1:pos:R:3:lowdin_charge:R:1
N 1.57968 0.07618 -0.70949 -0.794
O -0.60428 0.59173 0.07712 -0.241
O 0.73910 2.45900 -0.85424 -0.363
O 1.28298 1.58634 1.35975 -0.415
S 0.89008 1.30567 -0.00076 0.301
Br 3.19013 -0.24010 0.07041 0.489
H -0.27194 -0.30898 0.01621 0.023
```

Values from the calculation:
* HOMO level: -0.1523 Eh
* orbital gap: 7.68 eV
* LUMO energy: 3.54 eV
* F_max: 1.71 eV Å⁻¹
* net charge: -1
* total energy: -88526.7746 eV
* ΔE to the lowest compared entry with this formula, charge and spin: 17.2 kcal per mole